Formula: C18H11BrF6I2N4O5S2Ti
Source: the OMol25 dataset
Level of theory: ωB97M-V/def2-TZVPD

The geometry in XYZ format:
```
50
Properties=species:S:1:pos:R:3
Ti 2.00 1.03 -0.91
I 3.56 -2.90 0.09
C 5.19 -1.57 -0.02
I 4.72 0.47 -0.24
H 5.79 -1.83 -0.88
H 5.75 -1.63 0.90
Br -6.38 0.45 2.11
C -5.16 -0.94 1.78
C -4.88 -1.85 2.78
C -3.99 -2.89 2.52
C -3.37 -2.99 1.29
C -3.66 -2.07 0.29
C -4.56 -1.05 0.53
N -2.53 -4.18 1.14
N -1.63 -4.28 0.30
C -1.00 -3.11 -0.30
C -0.75 -3.16 -1.63
C 0.08 -2.21 -2.29
C 0.65 -1.22 -1.56
O 1.59 -0.34 -2.02
C 0.36 -1.12 -0.17
N 1.00 -0.10 0.49
C 0.87 0.01 1.80
C 0.13 -0.92 2.55
C -0.50 -1.95 1.91
C -0.42 -2.07 0.49
H -5.35 -1.77 3.75
H -3.77 -3.63 3.28
H -3.21 -2.15 -0.69
H -4.81 -0.34 -0.25
H -1.19 -3.96 -2.21
H 0.28 -2.29 -3.35
H 1.38 0.83 2.28
H 0.07 -0.81 3.62
H -1.04 -2.69 2.49
F -0.07 4.34 -3.89
C 1.08 3.73 -4.01
F 2.00 4.51 -4.53
F 0.95 2.62 -4.71
S 1.65 3.18 -2.33
O 2.82 2.29 -2.49
O 0.55 2.38 -1.72
N 1.99 4.47 -1.52
S 2.64 4.15 -0.09
O 3.93 4.68 0.13
O 2.47 2.70 0.25
C 1.41 4.92 1.06
F 0.27 4.25 0.98
F 1.22 6.18 0.72
F 1.90 4.82 2.29
```

## Properties
- energy (a.u.) = -6701.9954
- total charge = +1
- HOMO-LUMO gap (spin up / spin down) (eV) = 6.98 / 6.93
- expectation value of S² = 0.754
- LUMO (spin up / spin down) (eV) = -3.89 / -3.95
- 2S+1 = 2
- energy above the lowest of the compared OMol25 structures with the same formula, charge and spin (kcal/mol) = 12.4

Formula: C18H11ClFIrN4O8
Source: the OMol25 dataset
Level of theory: ωB97M-V/def2-TZVPD

The geometry in XYZ format:
```
44
Properties=species:S:1:pos:R:3
Ir 6.97 11.58 9.89
O 3.55 7.34 5.26
C 4.70 7.62 5.48
O 5.43 7.14 4.44
C 5.27 8.43 6.62
C 4.52 8.56 7.72
C 5.00 9.44 8.71
N 6.07 10.17 8.52
C 6.83 10.05 7.36
C 6.48 9.15 6.45
C 8.03 10.93 7.22
O 8.69 10.80 6.22
O 8.15 11.79 8.17
H 3.57 8.01 7.81
H 4.48 9.77 9.60
H 7.11 9.10 5.55
F 8.26 12.67 17.20
C 7.97 11.76 16.30
C 6.96 11.84 15.48
N 6.67 10.85 14.54
C 5.36 10.93 13.76
C 5.64 11.15 12.28
O 4.76 11.37 11.47
O 6.89 11.20 11.92
C 7.39 9.68 14.53
O 7.11 8.77 13.79
N 8.36 9.59 15.46
C 8.80 10.52 16.34
O 9.76 10.36 17.06
H 6.32 12.70 15.46
H 4.96 11.88 14.18
H 4.74 10.08 14.09
H 8.80 8.71 15.46
Cl 8.02 17.12 9.39
C 7.16 15.87 8.70
C 6.27 15.99 7.65
C 5.48 14.89 7.31
C 5.60 13.75 8.03
N 6.43 13.63 9.05
C 7.24 14.61 9.38
H 6.12 16.94 7.10
H 4.74 15.00 6.55
H 5.17 12.86 7.75
H 7.99 14.46 10.14
```

## Properties
- energy (a.u.) = -2177.7780
- HOMO-LUMO gap (spin up / spin down) (eV) = 7.20 / 6.46
- expectation value of S² = 6.013
- LUMO (spin up / spin down) (eV) = -1.12 / -2.76
- 2S+1 = 5
- energy above the lowest of the compared OMol25 structures with the same formula, charge and spin (kcal/mol) = 19.5

Formula: C18H12CuF3N3S
Source: the OMol25 dataset
Level of theory: ωB97M-V/def2-TZVPD

The geometry in XYZ format:
```
38
Properties=species:S:1:pos:R:3
Cu 1.14 -1.37 -1.37
F 3.78 3.31 -1.73
C 2.70 3.49 -0.95
F 2.93 4.65 -0.27
F 1.67 3.76 -1.77
C 2.43 2.35 -0.02
C 2.39 2.59 1.34
C 2.09 1.55 2.21
C 1.83 0.31 1.66
N 1.87 0.07 0.36
C 2.17 1.05 -0.52
S 2.15 0.57 -2.17
H 2.58 3.58 1.72
H 2.05 1.71 3.28
H 1.56 -0.53 2.29
C -2.44 3.00 0.97
C -1.54 2.92 -0.09
C -1.11 1.68 -0.54
C -1.58 0.52 0.07
C -2.47 0.59 1.13
C -2.90 1.83 1.58
N -1.04 -0.70 -0.42
N -1.72 -1.71 -0.20
C -1.14 -2.95 -0.63
C -1.97 -4.05 -0.42
C -1.55 -5.31 -0.76
C -0.28 -5.46 -1.32
C 0.53 -4.35 -1.52
C 0.15 -3.04 -1.19
H -2.77 3.96 1.33
H -1.17 3.82 -0.56
H -0.39 1.59 -1.35
H -2.81 -0.32 1.59
H -3.59 1.90 2.41
H -2.95 -3.87 0.03
H -2.19 -6.17 -0.60
H 0.07 -6.44 -1.60
H 1.51 -4.52 -1.96
```

## Properties
- energy (a.u.) = -3195.7330
- total charge = -1
- HOMO-LUMO gap (eV) = 6.82
- LUMO (eV) = 2.86
- energy above the lowest of the compared OMol25 structures with the same formula, charge and spin (kcal/mol) = 0.0